[1]
A structure of composition C26H48AlO2P2, computed with wB97M-V/def2-TZVPD.

The HOMO-LUMO gap comes out at 0.26588 Eh. The energy above the lowest of the compared OMol25 structures with the same formula, charge and spin comes out at 0.0 kcal/mol. Its charge is +1. The LUMO energy is -3.0 eV.

Each line ends with the Mulliken charge.
Positions of all 79 atoms, in Å:
1 P 1.03 -2.38 0.48  1.590
2 P 1.77 1.85 1.27  1.323
3 Al 0.14 -0.12 1.11  -3.258
4 O 2.53 -0.71 3.64  -0.626
5 O 0.38 -0.50 2.95  1.203
6 C 1.31 -0.75 3.86  0.313
7 C -3.20 -1.63 -0.54  -1.624
8 C 1.52 -3.44 1.88  -1.310
9 C -2.42 0.81 -0.47  0.740
10 C 1.23 -1.29 -4.19  -1.184
11 C 1.77 3.16 0.00  -1.087
12 C -1.98 1.71 0.53  0.411
13 C -1.08 0.47 -4.47  -1.715
14 C 1.60 2.83 2.81  -1.174
15 C 1.48 0.54 -2.36  0.749
16 C 2.48 -2.36 -0.61  -0.993
17 C 3.50 1.30 1.35  -1.150
18 C -2.02 3.19 0.44  -1.987
19 C -1.81 1.55 3.08  -1.519
20 C -2.00 -0.45 1.42  1.893
21 C -1.71 0.97 1.72  1.773
22 C -1.17 -0.81 -3.69  -0.412
23 C 2.11 -0.21 -3.52  -1.771
24 C -0.09 -1.62 -3.54  -0.244
25 C -0.23 -3.35 -0.40  -0.956
26 C -2.98 1.23 -1.76  -1.668
27 C -0.18 1.59 -3.89  -1.521
28 C -2.49 -0.50 0.07  0.114
29 C -2.36 -1.47 2.44  -1.634
30 C 0.77 -1.12 5.21  -1.432
31 C 0.43 1.35 -2.54  1.139
32 H -2.17 -1.17 -3.47  0.975
33 H 0.22 -4.27 -0.81  0.598
34 H 3.82 0.93 0.36  0.348
35 H -2.96 -1.73 -1.61  0.308
36 H 4.15 2.14 1.64  0.513
37 H 0.26 -2.09 5.20  0.237
38 H 2.18 -2.22 -1.66  0.002
39 H 1.98 -4.37 1.52  0.530
40 H -0.19 -2.64 -3.17  0.796
41 H 3.13 -1.52 -0.31  0.205
42 H 1.06 -0.99 -5.24  0.377
43 H 3.59 0.50 2.09  0.223
44 H -3.08 0.39 -2.44  0.477
45 H -3.04 3.57 0.61  0.332
46 H 2.24 -2.90 2.52  0.368
47 H -2.10 0.88 -4.59  0.329
48 H 1.82 -2.22 -4.23  0.465
49 H 3.04 -3.30 -0.52  0.635
50 H 1.60 2.16 3.68  0.234
51 H -3.98 1.68 -1.63  0.358
52 H -1.03 -3.64 0.30  0.319
53 H -0.77 2.52 -3.84  0.482
54 H -1.84 -1.30 3.39  0.277
55 H 2.04 2.73 -0.97  0.293
56 H 0.64 -3.69 2.48  0.303
57 H -4.29 -1.50 -0.47  0.359
58 H 1.99 0.43 -1.40  -0.227
59 H 0.00 1.93 -1.72  0.082
60 H 3.04 -0.68 -3.17  0.422
61 H -1.71 3.54 -0.55  0.385
62 H 2.41 0.52 -4.31  0.541
63 H -1.50 2.60 3.10  0.496
64 H -0.67 -2.77 -1.22  -0.296
65 H 0.66 3.40 2.80  0.318
66 H -2.34 1.99 -2.24  0.115
67 H -1.19 0.99 3.79  0.068
68 H 0.77 3.60 -0.08  0.221
69 H 2.49 3.96 0.26  0.579
70 H 0.11 -0.35 5.65  0.249
71 H -0.72 0.25 -5.48  0.577
72 H -2.96 -2.57 -0.05  0.383
73 H -1.36 3.66 1.18  0.346
74 H -3.44 -1.45 2.64  0.393
75 H -2.10 -2.48 2.09  0.288
76 H 2.44 3.53 2.91  0.545
77 H -2.86 1.52 3.44  0.283
78 H 0.62 1.80 -4.63  0.449
79 H 1.64 -1.21 5.86  0.459

***

[2]
A structure of composition C26H48Br18INO7S2Si, computed with wB97M-V/def2-TZVPD.

The HOMO-LUMO gap comes out at 0.33241 Eh. Its charge is 0. The LUMO energy is -0.4 eV.

Each line ends with the Mulliken charge.
Positions of all 104 atoms, in Å:
1 I 3.15 -0.12 3.23  0.004
2 Br -7.51 -5.52 7.31  -0.015
3 Br -10.98 -10.14 2.74  -0.001
4 Br 1.56 -0.66 -6.72  -0.019
5 Br -8.06 -0.41 3.17  -0.017
6 Br 9.16 4.92 4.43  -0.022
7 Br 3.14 4.72 6.58  0.015
8 Br -6.62 -3.16 3.88  0.051
9 Br -0.68 1.46 -7.55  -0.024
10 Br -0.50 -1.34 -9.05  -0.034
11 Br 1.55 7.42 6.02  -0.046
12 Br 7.12 2.73 5.50  0.000
13 Br 6.10 5.70 4.76  0.005
14 Br -10.58 -8.78 -0.11  -0.011
15 Br -12.37 -7.35 2.10  -0.004
16 Br 0.86 4.79 4.37  0.030
17 Br -10.45 -6.55 6.63  -0.027
18 Br -6.24 -1.86 1.00  -0.040
19 Br -8.07 -7.09 4.59  -0.004
20 S -2.04 -0.51 2.59  1.226
21 S 0.98 3.37 -0.17  0.470
22 Si -1.16 1.44 -3.09  0.808
23 O 0.33 2.87 -1.55  -0.560
24 O -3.33 -0.69 3.20  -0.636
25 O 1.19 -4.62 -0.27  -0.584
26 O 1.33 4.74 -0.41  -0.662
27 O 2.40 2.48 -0.18  -0.586
28 O -1.04 -1.59 3.17  -0.492
29 O -1.53 0.82 2.72  -0.601
30 N 4.24 3.13 -4.65  -0.751
31 C 1.92 -4.02 -1.34  -0.371
32 C -10.85 -8.48 1.77  -0.073
33 C 2.23 5.79 5.27  -0.241
34 C 0.35 1.43 -1.87  1.151
35 C 5.59 2.21 2.45  -0.865
36 C -2.20 -0.86 0.86  -0.224
37 C 0.48 0.04 -8.16  -0.366
38 C 2.26 2.47 -3.33  -0.934
39 C -1.29 -0.16 -4.08  -1.109
40 C 4.10 2.46 2.11  -0.406
41 C 2.19 1.43 0.79  -1.697
42 C 1.49 0.19 0.19  1.656
43 C -1.23 3.00 -4.12  -1.308
44 C -8.79 -5.89 5.92  -0.276
45 C 3.49 1.17 1.54  -1.096
46 C 3.23 2.06 -4.46  -0.228
47 C 7.53 4.62 5.43  -0.354
48 C 1.60 1.19 -2.79  -0.980
49 C -1.03 -1.61 0.21  -1.185
50 C -0.45 -0.86 -1.01  -0.077
51 C 0.21 0.47 -0.67  0.097
52 C -6.52 -1.52 2.87  0.003
53 C 2.47 -0.81 -0.49  -1.831
54 C 2.70 -2.15 0.23  -0.857
55 C 3.10 -3.23 -0.81  -0.933
56 C -2.70 1.50 -1.96  -1.348
57 H 0.23 -1.56 -1.48  -0.647
58 H 2.30 -4.82 -1.97  0.421
59 H 4.26 3.40 -5.63  0.282
60 H 3.56 -2.76 -1.68  0.327
61 H -1.04 3.89 -3.53  0.317
62 H -1.40 -0.01 -5.16  0.373
63 H 2.86 2.96 -2.57  0.466
64 H -2.17 -0.73 -3.77  0.409
65 H 1.16 0.48 -8.88  0.430
66 H 2.14 -1.06 -1.50  0.641
67 H 5.74 1.93 3.49  -0.089
68 H 1.82 -2.53 0.73  0.213
69 H -2.35 0.12 0.41  -0.295
70 H -5.65 -0.98 3.23  0.067
71 H 0.25 -4.57 -0.45  0.324
72 H 6.18 3.11 2.27  0.431
73 H -3.10 0.52 -1.73  0.245
74 H -9.00 -4.96 5.42  0.294
75 H -0.48 0.96 0.03  0.675
76 H -3.46 2.12 -2.46  0.575
77 H -0.26 -1.93 0.91  0.638
78 H 3.72 1.12 -4.23  0.194
79 H 1.26 -3.42 -1.97  0.125
80 H 1.53 3.14 -3.79  0.368
81 H 1.14 -0.32 1.09  0.972
82 H 3.91 3.97 -4.18  0.275
83 H -0.44 -0.82 -3.91  0.171
84 H 3.55 2.82 2.98  0.524
85 H 2.64 2.01 -5.38  0.196
86 H -9.98 -7.96 2.15  0.087
87 H 3.45 -0.36 -0.65  0.779
88 H 2.97 6.06 4.52  0.208
89 H 5.99 1.45 1.78  0.320
90 H 3.81 -3.93 -0.36  0.478
91 H 1.52 1.83 1.55  1.075
92 H 3.54 -2.10 0.91  0.435
93 H 7.72 4.94 6.44  0.381
94 H 4.08 3.25 1.36  0.226
95 H -2.19 3.04 -4.65  0.421
96 H -2.43 2.02 -1.04  0.356
97 H 2.40 0.64 -2.31  -0.085
98 H -1.30 -0.79 -1.68  0.398
99 H 1.32 0.63 -3.68  0.359
100 H 4.26 0.77 0.89  0.635
101 H -0.45 2.96 -4.88  0.207
102 H -3.13 -1.40 0.70  0.222
103 H -1.45 -2.53 -0.21  0.567
104 H -0.88 -1.30 4.09  0.387

***

[3]
A cluster of 16 separate species, C26H48Br2Cl30O2 in total, computed with wB97M-V/def2-TZVPD.

The HOMO-LUMO gap comes out at 0.37718 Eh. Its charge is 0. The LUMO energy is 0.1 eV.

Each line ends with the Mulliken charge.
Positions of all 108 atoms, in Å:
1 Br 1.03 5.19 1.05  -0.046
2 Br 1.56 1.94 2.88  -0.144
3 Cl -5.92 7.66 0.82  -0.158
4 Cl 0.30 -1.91 2.85  -0.081
5 Cl -2.47 -1.44 6.13  -0.072
6 Cl -1.12 4.53 -4.77  -0.172
7 Cl 7.76 -3.03 8.72  -0.155
8 Cl -6.21 -2.33 4.47  -0.151
9 Cl 0.28 4.44 -7.34  -0.179
10 Cl -0.44 0.21 7.43  -0.135
11 Cl -3.61 1.51 -0.68  0.004
12 Cl -2.77 7.62 3.10  -0.139
13 Cl -3.42 0.01 -3.16  -0.096
14 Cl -3.93 -7.47 -0.57  -0.157
15 Cl -7.89 -0.76 6.29  -0.164
16 Cl 7.86 -4.54 6.22  -0.153
17 Cl 3.46 2.27 -8.15  -0.069
18 Cl -4.26 -9.25 -2.87  -0.152
19 Cl -1.00 5.85 4.61  -0.115
20 Cl 5.19 -2.12 -3.94  -0.145
21 Cl 3.90 3.29 -10.85  -0.170
22 Cl 0.40 -12.58 -0.83  -0.151
23 Cl -1.69 -3.58 1.51  -0.116
24 Cl -1.45 -10.87 -2.31  -0.133
25 Cl -1.95 1.31 2.47  0.013
26 Cl -1.55 -5.11 -2.29  -0.170
27 Cl 5.25 -0.55 5.39  -0.174
28 Cl -3.31 1.43 5.05  -0.155
29 Cl -1.29 -2.69 -3.92  -0.145
30 Cl 4.30 -0.31 -6.06  -0.060
31 Cl -6.54 4.84 1.27  -0.164
32 Cl 5.77 0.30 2.64  -0.170
33 O 1.03 4.86 -2.22  -0.487
34 O 0.92 2.75 -2.95  -0.170
35 C 0.45 3.37 0.60  -0.693
36 C -1.75 1.31 4.23  -0.189
37 C -2.26 -3.54 -2.71  -0.157
38 C 4.96 0.69 4.16  0.132
39 C 3.11 3.56 -9.30  -0.253
40 C 0.45 -1.24 -0.74  -0.631
41 C 5.41 -1.61 -5.62  -0.350
42 C 1.59 2.39 0.95  1.188
43 C -1.29 -12.21 -1.16  -0.237
44 C 0.69 3.77 -2.06  -0.181
45 C 0.87 1.56 -2.11  -0.186
46 C -6.70 -0.70 4.98  0.110
47 C -0.44 1.81 -1.36  0.179
48 C 1.12 0.21 -2.80  0.329
49 C 0.45 4.43 -5.57  0.368
50 C -5.26 6.04 1.09  0.030
51 C -4.42 1.11 -2.20  -0.528
52 C -1.14 7.38 3.72  -0.179
53 C 1.53 -0.91 -1.80  -0.642
54 C -0.11 3.22 -0.83  0.488
55 C -1.70 -1.01 7.66  -0.362
56 C 2.37 0.41 -3.72  -1.680
57 C 3.00 2.85 0.51  -1.431
58 C 6.92 -3.42 7.22  0.159
59 C -0.96 -3.13 3.06  -0.082
60 C -3.12 -8.34 -1.88  -0.015
61 H 3.39 3.51 1.29  0.509
62 H -4.64 5.77 0.24  0.213
63 H -2.32 -2.93 -1.82  0.115
64 H -0.52 -4.02 3.50  0.340
65 H -0.51 -1.51 -1.18  -0.038
66 H -1.26 2.03 -2.06  0.111
67 H -1.27 0.38 4.52  0.075
68 H -7.14 -0.19 4.13  0.271
69 H 2.04 3.61 -9.46  0.187
70 H -2.45 -0.61 8.32  0.293
71 H 2.33 1.32 -4.32  0.323
72 H 3.24 0.39 -3.04  0.334
73 H -0.37 3.14 1.29  0.553
74 H -1.01 3.86 -0.80  0.535
75 H 3.69 2.00 0.47  0.343
76 H 0.35 -0.47 0.04  -0.083
77 H 1.80 1.69 -1.53  -0.335
78 H 1.70 -1.81 -2.40  0.496
79 H 2.44 -0.56 -1.29  0.267
80 H -5.82 -0.17 5.33  -0.059
81 H 6.43 -1.26 -5.75  0.297
82 H 2.98 3.41 -0.43  0.343
83 H -3.25 -3.71 -3.11  0.364
84 H 2.49 -0.49 -4.33  0.529
85 H -1.76 -13.09 -1.59  0.292
86 H -1.73 -2.73 3.71  -0.063
87 H 1.05 5.28 -5.27  0.303
88 H -4.59 2.02 -2.76  0.326
89 H -5.36 0.63 -1.97  0.334
90 H 5.34 1.64 4.53  0.297
91 H 1.42 1.44 0.44  -0.909
92 H 0.29 -0.10 -3.45  0.415
93 H 3.47 4.50 -8.89  0.302
94 H 0.94 3.51 -5.27  -0.330
95 H -0.89 8.20 4.39  0.350
96 H -0.45 7.36 2.89  0.089
97 H 0.80 -2.14 -0.20  0.450
98 H -4.66 6.05 2.00  0.070
99 H -2.40 -9.03 -1.45  0.124
100 H 5.23 -2.46 -6.27  0.294
101 H -1.14 2.16 4.51  0.226
102 H 6.76 -2.51 6.66  -0.103
103 H 5.97 -3.88 7.45  0.272
104 H -1.78 -11.94 -0.24  0.243
105 H 3.90 0.76 3.98  -0.168
106 H -2.61 -7.61 -2.51  0.190
107 H -1.25 -1.90 8.09  0.304
108 H -0.83 1.05 -0.69  0.257

***

[4]
A structure of composition C26H48Br2F3N7O6P, computed with wB97M-V/def2-TZVPD.

The HOMO-LUMO gap comes out at 0.25587 Eh. Its charge is +1. The LUMO energy is -3.5 eV.

Each line ends with the Mulliken charge.
Positions of all 93 atoms, in Å:
1 Br 4.63 1.38 -0.24  -0.082
2 Br 3.96 -1.08 -2.23  0.013
3 P 2.39 0.70 -3.53  0.111
4 F -1.76 -0.96 -4.06  -0.159
5 F 1.21 -3.27 -1.55  -0.240
6 F 1.23 3.41 -2.57  -0.364
7 O 1.16 1.01 -4.63  -0.648
8 O 1.45 5.20 3.73  -0.226
9 O -0.65 -3.55 -2.64  -0.452
10 O -1.27 2.78 -3.94  -0.448
11 O -2.29 -5.80 0.64  -0.225
12 O -0.02 -1.87 -5.06  -0.469
13 N -0.26 1.82 -1.66  0.567
14 N -0.35 -0.50 -1.94  2.066
15 N 3.02 3.25 5.15  -0.709
16 N 1.77 0.72 -1.85  1.338
17 N -3.31 -6.15 -2.03  -0.718
18 N 3.49 2.02 -3.66  -0.514
19 N 0.25 -1.45 -2.82  0.585
20 C 0.44 3.11 -1.50  -0.061
21 C 3.42 4.66 5.15  0.390
22 C 0.34 2.80 1.07  -0.919
23 C 2.45 -0.35 -1.07  -0.628
24 C 2.83 5.42 3.95  -0.774
25 C -3.08 -6.38 1.65  -0.786
26 C -2.45 -2.00 1.49  -0.693
27 C -1.14 -1.59 1.60  -1.188
28 C 0.23 -2.81 -2.32  0.295
29 C -1.72 1.92 -1.67  -0.452
30 C 0.39 0.68 -1.80  -1.982
31 C -2.33 -1.40 -0.88  -0.477
32 C 3.13 0.17 0.24  0.556
33 C -3.65 -8.27 -0.88  -1.471
34 C 3.80 -1.07 0.93  -1.192
35 C -2.62 -7.25 -1.35  0.376
36 C -0.99 -1.01 -0.75  -0.041
37 C -2.23 2.77 -2.89  0.158
38 C -1.69 -6.74 -0.24  -0.652
39 C -3.05 -1.90 0.18  -0.857
40 C 3.07 5.28 6.50  -1.425
41 C 1.20 3.23 -0.15  -0.041
42 C -3.52 2.08 -3.46  -1.272
43 C -0.52 -1.46 -4.06  0.358
44 C -0.43 -1.12 0.51  -0.024
45 C 0.59 5.98 4.55  -0.777
46 H -0.57 2.25 0.81  0.251
47 H -3.05 -2.38 2.31  0.492
48 H 3.05 6.49 4.00  0.408
49 H 4.83 -1.16 0.54  0.446
50 H 4.37 1.69 -3.24  0.290
51 H -4.08 -2.20 -0.01  0.500
52 H 3.72 4.89 7.27  0.364
53 H 1.82 -1.22 -0.89  0.014
54 H 0.04 3.71 1.63  0.243
55 H 4.51 4.70 5.05  0.408
56 H -1.59 3.40 -4.60  0.378
57 H 0.90 2.18 1.78  0.177
58 H -4.11 -6.50 1.31  0.288
59 H -0.86 -6.21 -0.71  0.242
60 H -2.25 0.97 -1.71  -0.265
61 H 0.38 5.46 5.49  0.284
62 H -1.99 -7.75 -2.09  0.420
63 H -1.25 -7.57 0.33  0.421
64 H 3.35 2.81 4.30  0.222
65 H 2.01 3.23 5.06  0.330
66 H 2.42 0.68 0.91  0.126
67 H -4.08 -8.80 -1.73  0.367
68 H -3.19 -9.02 -0.22  0.354
69 H -2.68 -7.34 1.99  0.344
70 H -0.67 -1.62 2.59  0.506
71 H -3.45 0.99 -3.42  0.267
72 H 3.33 5.05 3.04  0.320
73 H 1.41 4.30 -0.02  0.612
74 H 0.60 -0.79 0.69  0.306
75 H -2.55 3.78 -2.59  0.518
76 H 0.76 1.87 -4.37  0.361
77 H -3.10 -5.70 2.51  0.212
78 H -2.85 -1.32 -1.84  0.429
79 H 3.68 2.11 -4.66  0.307
80 H -4.48 -7.81 -0.34  0.287
81 H -3.75 -5.58 -1.30  0.332
82 H -4.45 2.48 -3.03  0.340
83 H 2.18 2.74 -0.21  -0.207
84 H 2.04 5.06 6.80  0.286
85 H 3.19 6.37 6.48  0.352
86 H 3.29 -2.00 0.62  0.301
87 H -3.52 2.32 -4.54  0.387
88 H 1.00 6.97 4.75  0.340
89 H -2.03 2.48 -0.77  0.564
90 H 3.89 -0.94 2.01  0.381
91 H -2.62 -5.52 -2.43  0.224
92 H -0.36 6.10 4.03  0.228
93 H -0.32 3.91 -1.45  0.397

***

[5]
A structure of composition C26H48Cl2Ge2N2O3PTl, computed with wB97M-V/def2-TZVPD.

As for the multiplicity: 2. The HOMO-LUMO gap (spin up / spin down) comes out at 0.28341 / 0.23206 Eh. The energy above the lowest of the compared OMol25 structures with the same formula, charge and spin comes out at 0.0 kcal/mol. Its charge is +3. The LUMO energy (spin up / spin down) is -8.7 / -10.1 eV.

Each line ends with the Mulliken charge.
Positions of all 85 atoms, in Å:
1 Tl 0.02 0.45 -0.22  0.722
2 Ge 4.38 -0.18 -1.15  -0.289
3 Ge 4.94 -1.88 0.58  0.257
4 Cl -2.57 -1.40 -0.64  -0.068
5 Cl -0.12 -2.35 -1.94  0.015
6 P -0.20 -0.81 2.49  -0.278
7 O 0.97 0.31 2.59  0.209
8 O -0.61 -1.20 3.97  -0.321
9 O -1.45 0.21 2.13  0.041
10 N -3.74 2.26 -1.06  0.268
11 N -2.53 2.50 -1.56  -0.430
12 C -5.18 4.14 -1.54  -1.547
13 C -0.10 -2.37 4.68  -0.284
14 C 2.53 -0.17 -3.47  -0.049
15 C 3.98 -2.07 -3.17  -0.227
16 C 2.54 -1.96 -5.08  -0.468
17 C 3.83 2.68 -1.63  -0.185
18 C 4.49 1.70 -0.87  1.000
19 C 4.05 4.02 -1.38  -0.861
20 C -2.76 0.17 2.75  -0.036
21 C 3.51 -2.63 -4.35  -0.889
22 C 4.88 -0.89 2.26  -1.073
23 C -4.58 3.30 -0.40  1.246
24 C 1.00 1.35 3.62  -0.135
25 C 2.04 -0.74 -4.64  -0.863
26 C 6.65 -2.70 0.17  -1.047
27 C -2.84 1.08 3.95  -1.256
28 C -1.84 -2.66 -1.68  -0.612
29 C 5.59 3.45 0.39  -0.864
30 C 5.37 2.10 0.15  -0.252
31 C 2.42 1.59 4.05  -1.278
32 C -3.71 4.14 0.52  -1.749
33 C 4.92 4.40 -0.37  -0.414
34 C 1.38 -2.60 4.46  -0.906
35 C 3.51 -0.83 -2.72  0.867
36 C 3.36 -3.01 0.39  -0.866
37 C -5.67 2.56 0.37  -1.501
38 H 2.14 0.79 -3.16  0.266
39 H 5.79 -0.31 2.41  0.427
40 H 2.89 0.67 4.40  0.236
41 H 3.02 1.99 3.23  0.279
42 H 4.02 -0.22 2.29  0.219
43 H -0.69 -3.23 4.36  0.251
44 H 5.10 5.45 -0.18  0.434
45 H 5.89 1.37 0.74  0.360
46 H -2.16 3.40 -1.26  0.294
47 H 3.90 -3.58 -4.69  0.450
48 H -5.25 2.02 1.22  0.246
49 H -2.35 -2.64 -2.64  0.391
50 H 4.74 -2.61 -2.60  0.362
51 H -3.09 4.87 -0.02  0.475
52 H -4.41 4.60 -2.16  0.377
53 H 0.55 2.25 3.19  0.258
54 H -3.88 1.18 4.28  0.481
55 H 1.30 -0.22 -5.23  0.438
56 H 3.56 4.77 -1.98  0.446
57 H 2.44 2.31 4.86  0.424
58 H 3.19 2.40 -2.46  0.271
59 H 1.96 -1.71 4.71  0.184
60 H -2.26 0.69 4.78  0.274
61 H 2.44 -2.42 0.55  0.119
62 H -6.21 1.86 -0.27  0.494
63 H 6.28 3.75 1.16  0.450
64 H 6.89 -3.40 0.98  0.392
65 H 1.60 -2.89 3.43  0.206
66 H 4.79 -1.60 3.08  0.462
67 H -4.21 1.46 -1.48  0.406
68 H -5.85 3.55 -2.16  0.408
69 H -4.35 4.72 1.18  0.450
70 H -1.96 -3.61 -1.17  0.366
71 H 1.71 -3.41 5.11  0.486
72 H 3.31 -3.48 -0.58  0.403
73 H -6.39 3.28 0.75  0.454
74 H -5.76 4.94 -1.08  0.433
75 H -3.00 -0.86 3.02  0.407
76 H 2.17 -2.39 -6.00  0.449
77 H 7.43 -1.95 0.13  0.403
78 H 6.62 -3.26 -0.76  0.387
79 H 3.39 -3.79 1.15  0.462
80 H 0.38 1.03 4.46  0.336
81 H -3.07 3.52 1.16  0.394
82 H -0.31 -2.17 5.72  0.347
83 H -3.46 0.48 1.97  0.017
84 H -2.41 2.30 -2.55  0.290
85 H -2.47 2.08 3.71  0.249

***

F_max: 2.63 2.54 4.52 3.54 0.57 (eV/Å)
E_tot: -57006.8889 -1341973.8199 -547593.7151 -207973.4538 -188898.0659 (eV)